This record from the OMol25 dataset describes a cluster of 9 separate species, C42H108N6O15 in total in a non-equilibrium geometry. The level of theory is ωB97M-V/def2-TZVPD.

Results
Orbital gap   9.17 eV
E   -3121.75137 Ha
SMILES   COC[C@H](C)N.COC[C@H](C)N.COC[C@H](C)N.COC[C@H](C)N.COC[C@H](C)N.COC[C@H](C)N.COCCOCCOC.COCCOCCOC.COCCOCCOC
Max |F|   2.4 eV/A
ΔE to the lowest compared entry with this formula, charge and spin   256.38 kJ/mol
Highest occupied orbital energy   -8.685 eV

Last column: Mulliken charge in e.
Cartesian coordinates (Å):
C (6.766, -3.942, -3.787)  -0.6930
O (6.322, -3.413, -2.541)  -0.3879
C (5.124, -4.014, -2.047)  -0.5260
C (3.885, -3.266, -2.637)  0.2809
C (3.844, -1.809, -2.191)  -0.6267
N (2.615, -3.868, -2.270)  0.2121
H (7.555, -3.301, -4.174)  0.2653
H (5.991, -3.918, -4.563)  0.2630
H (7.022, -4.977, -3.541)  0.3086
H (5.106, -5.105, -2.102)  0.4681
H (5.197, -3.670, -1.010)  0.0153
H (3.970, -3.368, -3.722)  0.4563
H (4.761, -1.245, -2.370)  0.4385
H (3.512, -1.777, -1.152)  0.2401
H (3.139, -1.231, -2.793)  -0.5831
H (2.621, -4.131, -1.284)  -0.2990
H (2.525, -4.738, -2.791)  0.4338
C (0.543, -0.181, -0.147)  1.4368
O (0.063, 0.776, 0.781)  0.3833
C (-1.322, 0.571, 1.066)  0.4197
C (-1.634, -0.727, 1.835)  1.4274
C (-3.128, -0.909, 2.082)  -1.8372
N (-1.032, -0.702, 3.193)  -0.2002
H (1.629, -0.175, -0.018)  0.3427
H (0.444, 0.110, -1.200)  -1.4626
H (0.176, -1.208, -0.148)  -0.6596
H (-1.730, 1.443, 1.575)  0.8524
H (-1.846, 0.419, 0.112)  -1.4120
H (-1.250, -1.613, 1.325)  -0.0593
H (-3.352, -1.499, 2.965)  0.4630
H (-3.584, -1.402, 1.220)  0.2858
H (-3.511, 0.105, 2.240)  0.2818
H (-0.018, -0.589, 3.152)  -0.4503
H (-1.172, 0.254, 3.530)  0.0101
C (4.549, 2.833, 6.949)  -0.7683
O (4.372, 2.511, 5.582)  -0.4255
C (3.036, 2.116, 5.336)  -0.9128
C (2.582, 2.087, 3.877)  0.6582
C (2.478, 3.516, 3.316)  -1.5643
N (1.339, 1.362, 3.717)  0.5853
H (3.776, 3.516, 7.317)  0.3195
H (5.557, 3.172, 7.151)  0.2851
H (4.330, 1.937, 7.547)  0.3110
H (2.981, 1.149, 5.856)  0.4859
H (2.263, 2.713, 5.844)  0.2970
H (3.290, 1.501, 3.282)  0.2710
H (3.489, 3.939, 3.355)  0.4644
H (1.888, 4.191, 3.943)  0.2633
H (2.127, 3.621, 2.290)  0.3057
H (0.889, 1.517, 2.820)  -0.3649
H (0.619, 1.686, 4.364)  -0.2554
C (-0.601, -0.656, -4.124)  -0.0436
O (0.421, -0.440, -5.088)  -0.5483
C (1.364, 0.480, -4.596)  0.6393
C (2.527, 0.665, -5.597)  0.4699
C (2.155, 1.354, -6.909)  -1.5438
N (3.079, -0.694, -5.876)  -0.8530
H (-1.307, -1.423, -4.434)  0.6781
H (-1.155, 0.281, -4.022)  -0.2782
H (-0.128, -0.945, -3.182)  -0.5755
H (0.898, 1.450, -4.375)  -0.0068
H (1.798, 0.153, -3.642)  -0.6046
H (3.348, 1.235, -5.156)  0.4791
H (3.075, 1.486, -7.470)  0.4024
H (1.814, 2.338, -6.565)  0.3214
H (1.295, 0.897, -7.395)  0.2696
H (2.213, -1.219, -6.012)  0.4440
H (3.412, -1.112, -5.012)  0.2005
C (-2.560, -1.743, -1.063)  -0.1079
O (-1.241, -2.207, -1.218)  1.3005
C (-1.171, -3.634, -1.407)  -0.7098
C (-1.210, -3.950, -2.905)  0.8321
C (-1.335, -5.472, -3.077)  -1.9354
N (-0.099, -3.444, -3.708)  -0.4028
H (-3.097, -2.249, -0.254)  0.3687
H (-3.181, -1.785, -1.966)  0.2048
H (-2.427, -0.683, -0.826)  -0.8557
H (-0.149, -3.909, -1.128)  -0.1195
H (-1.938, -4.107, -0.793)  0.4896
H (-2.077, -3.516, -3.425)  0.1748
H (-2.352, -5.809, -2.859)  0.4383
H (-0.604, -6.006, -2.463)  0.2381
H (-1.217, -5.841, -4.098)  0.4691
H (0.698, -3.840, -3.189)  0.2956
H (-0.008, -2.439, -3.590)  0.1502
C (2.500, -6.080, 0.553)  -1.0162
O (2.245, -4.710, 0.547)  -0.1837
C (2.800, -3.976, 1.638)  -1.0746
C (1.676, -3.278, 2.405)  2.5033
C (2.104, -2.237, 3.435)  -1.0247
N (0.931, -4.311, 3.122)  -0.7289
H (3.547, -6.287, 0.303)  0.3164
H (1.916, -6.573, -0.235)  0.2112
H (2.179, -6.688, 1.406)  0.3924
H (3.364, -4.612, 2.319)  0.4596
H (3.459, -3.222, 1.197)  0.2368
H (0.937, -2.901, 1.688)  -1.3580
H (2.403, -2.685, 4.383)  0.4911
H (1.261, -1.589, 3.653)  -0.1090
H (2.891, -1.582, 3.059)  0.3141
H (0.494, -4.078, 4.001)  0.2396
H (0.193, -4.695, 2.545)  0.2186
C (-4.136, 0.744, -1.674)  -0.9904
O (-3.296, 0.340, -2.751)  0.6934
C (-4.024, -0.293, -3.765)  -0.9929
C (-4.229, 0.541, -5.031)  -0.8538
O (-5.066, 1.648, -4.768)  -0.2001
C (-5.311, 2.469, -5.865)  -0.6600
C (-6.591, 2.081, -6.594)  -0.2787
O (-6.981, 2.968, -7.593)  -0.3661
C (-8.286, 2.655, -8.106)  -0.6814
H (-3.553, 1.435, -1.072)  0.0133
H (-4.466, -0.165, -1.157)  0.3753
H (-5.082, 1.198, -1.987)  0.3243
H (-4.970, -0.758, -3.465)  0.7061
H (-3.478, -1.159, -4.157)  0.1698
H (-4.690, -0.055, -5.821)  0.4524
H (-3.194, 0.822, -5.263)  0.2623
H (-4.459, 2.575, -6.551)  0.3612
H (-5.432, 3.524, -5.590)  0.3342
H (-7.355, 2.119, -5.802)  0.2478
H (-6.495, 1.026, -6.895)  0.2649
H (-8.673, 3.611, -8.455)  0.2481
H (-8.966, 2.232, -7.368)  0.3247
H (-8.079, 1.975, -8.935)  0.2625
C (-2.512, 6.712, -0.186)  -0.8300
O (-1.809, 5.506, -0.471)  -0.2096
C (-2.062, 5.103, -1.811)  -0.9179
C (-1.381, 3.773, -2.042)  0.2290
O (0.023, 3.989, -2.100)  -0.4488
C (0.712, 2.808, -1.694)  1.2217
C (2.212, 3.148, -1.822)  -1.3216
O (2.661, 3.137, -3.164)  -0.3108
C (2.128, 4.159, -3.982)  -0.7198
H (-3.561, 6.554, -0.449)  0.3412
H (-2.045, 7.574, -0.665)  0.3000
H (-2.447, 6.876, 0.890)  0.2180
H (-1.856, 5.784, -2.641)  0.3665
H (-3.148, 4.935, -1.851)  0.4501
H (-1.630, 3.347, -3.025)  0.3246
H (-1.717, 3.040, -1.301)  -0.2430
H (0.416, 1.888, -2.201)  -0.4595
H (0.549, 2.609, -0.629)  0.2591
H (2.737, 2.405, -1.218)  0.3140
H (2.343, 4.070, -1.248)  0.5101
H (2.786, 4.196, -4.851)  0.2774
H (2.101, 5.178, -3.586)  0.3494
H (1.103, 3.977, -4.310)  0.2137
C (1.343, -0.338, 12.138)  -0.7464
O (0.561, 0.236, 11.119)  -0.2983
C (-0.333, -0.621, 10.444)  -0.7124
C (-0.716, -0.016, 9.120)  -0.2596
O (0.312, -0.083, 8.119)  -0.3683
C (-0.183, 0.228, 6.841)  -0.0066
C (-1.152, 1.415, 6.685)  -0.6856
O (-1.473, 1.516, 5.307)  -0.2121
C (-2.230, 2.691, 5.065)  -0.8530
H (0.782, -0.948, 12.855)  0.2968
H (1.781, 0.497, 12.681)  0.2444
H (2.109, -0.976, 11.685)  0.3050
H (-1.203, -0.892, 11.044)  0.3848
H (0.189, -1.543, 10.144)  0.2996
H (-0.894, 1.049, 9.283)  0.2579
H (-1.551, -0.630, 8.770)  0.3559
H (-0.668, -0.662, 6.409)  0.2908
H (0.710, 0.319, 6.218)  -0.1905
H (-0.590, 2.303, 7.003)  0.3992
H (-2.125, 1.299, 7.171)  0.4733
H (-2.313, 2.787, 3.987)  0.2264
H (-1.867, 3.525, 5.675)  0.3537
H (-3.220, 2.561, 5.532)  0.3020

This record from the OMol25 dataset describes a cluster of 11 separate species, C42H109N3O14 in total in a non-equilibrium geometry. The level of theory is ωB97M-V/def2-TZVPD.

Results
Orbital gap   8.96 eV
E   -2882.98098 Ha
SMILES   COCCNCCOC.COCCNCCOC.COCCNCCOC.CC(C)O.CC(C)O.CC(C)O.CC(C)O.CC(C)O.CC(C)O.CC(C)O.CC(C)O
Max |F|   2.6 eV/A
ΔE to the lowest compared entry with this formula, charge and spin   378.86 kJ/mol
Highest occupied orbital energy   -8.557 eV

Last column: Mulliken charge in e.
Cartesian coordinates (Å):
C (0.063, 3.929, 1.371)  -0.6818
O (-1.139, 4.109, 0.564)  -0.3611
C (-0.797, 4.117, -0.845)  -0.4362
C (-2.031, 3.955, -1.691)  -0.8146
N (-1.872, 3.941, -3.123)  -0.2582
C (-3.010, 3.448, -3.823)  -0.4344
C (-2.846, 3.538, -5.380)  -0.7092
O (-2.969, 4.861, -5.877)  -0.3084
C (-2.864, 4.940, -7.304)  -0.7384
H (0.476, 2.929, 1.243)  0.3025
H (-0.210, 4.048, 2.419)  0.2412
H (0.792, 4.698, 1.113)  0.3280
H (-0.158, 3.263, -1.070)  0.3126
H (-0.375, 5.089, -1.099)  0.2894
H (-2.703, 4.790, -1.494)  0.3365
H (-2.540, 3.073, -1.302)  0.3608
H (-1.495, 4.814, -3.464)  0.2292
H (-3.903, 4.021, -3.572)  0.3154
H (-3.095, 2.370, -3.687)  0.3253
H (-3.571, 2.878, -5.857)  0.4065
H (-1.864, 3.149, -5.648)  0.3745
H (-1.855, 4.701, -7.639)  0.2997
H (-3.219, 5.925, -7.607)  0.2517
H (-3.508, 4.251, -7.851)  0.3074
C (3.381, 6.452, 12.145)  -0.7180
O (2.826, 6.596, 10.851)  -0.1219
C (1.608, 7.294, 10.789)  -0.8370
C (1.072, 7.358, 9.308)  -0.6918
N (0.498, 6.094, 8.791)  0.8454
C (-0.801, 5.854, 9.416)  -0.7116
C (-1.597, 4.695, 8.691)  -0.7240
O (-1.177, 3.417, 9.140)  -0.4112
C (-1.546, 2.488, 8.187)  -0.9264
H (4.395, 6.089, 11.973)  -0.0108
H (2.877, 5.710, 12.765)  0.3434
H (3.351, 7.375, 12.723)  0.4124
H (1.793, 8.269, 11.239)  0.4829
H (0.895, 6.741, 11.400)  0.3400
H (1.889, 7.597, 8.627)  0.2353
H (0.339, 8.164, 9.262)  0.6216
H (1.103, 5.353, 9.113)  -0.8521
H (-1.425, 6.746, 9.342)  0.4977
H (-0.668, 5.638, 10.476)  0.3823
H (-1.663, 4.792, 7.608)  0.2713
H (-2.635, 4.852, 8.984)  0.4765
H (-2.630, 2.387, 8.144)  0.5035
H (-1.153, 1.510, 8.467)  0.4301
H (-1.115, 2.593, 7.192)  0.2083
C (3.324, 4.086, 8.949)  -1.0650
O (3.859, 2.763, 8.838)  -0.2422
C (2.893, 1.689, 8.836)  -0.8246
C (1.862, 1.809, 7.664)  -0.5907
N (2.562, 1.769, 6.370)  1.7028
C (1.678, 2.051, 5.240)  -0.3029
C (2.477, 2.071, 3.948)  -0.1780
O (3.451, 3.111, 4.100)  0.9643
C (4.507, 3.183, 3.167)  -1.6427
H (3.101, 4.332, 7.911)  -0.0110
H (4.002, 4.896, 9.219)  0.5527
H (2.409, 4.153, 9.538)  0.7228
H (2.458, 1.584, 9.830)  0.3750
H (3.396, 0.742, 8.640)  -0.0274
H (1.399, 2.784, 7.819)  0.2260
H (1.212, 0.934, 7.670)  0.6186
H (3.245, 2.502, 6.245)  -0.5625
H (1.189, 3.020, 5.336)  -0.1249
H (0.962, 1.234, 5.149)  0.3426
H (1.784, 2.269, 3.131)  -0.2649
H (2.897, 1.084, 3.752)  0.1454
H (4.129, 3.565, 2.219)  0.3500
H (5.031, 2.251, 2.957)  0.1723
H (5.198, 3.937, 3.542)  0.2144
C (6.911, 4.497, 0.811)  -0.4300
C (6.588, 5.749, -0.042)  0.0743
C (5.253, 6.490, 0.365)  -0.8429
O (7.620, 6.693, 0.019)  -0.5831
H (6.222, 3.694, 0.546)  -0.1827
H (6.784, 4.673, 1.879)  0.1813
H (7.941, 4.187, 0.636)  0.4433
H (6.417, 5.494, -1.088)  0.3629
H (5.233, 6.816, 1.405)  0.0416
H (4.458, 5.745, 0.376)  0.2629
H (4.974, 7.331, -0.270)  0.3810
H (7.664, 6.871, 0.961)  0.3692
C (5.167, -0.754, 4.766)  -0.3247
C (4.515, -1.334, 6.013)  0.3144
C (5.199, -0.923, 7.329)  -1.2171
O (3.170, -0.950, 6.145)  -0.5813
H (5.221, 0.322, 4.937)  -0.4516
H (4.561, -0.928, 3.877)  0.1607
H (6.213, -1.061, 4.747)  0.4411
H (4.447, -2.414, 5.885)  0.3984
H (4.641, -1.276, 8.196)  0.3718
H (5.395, 0.149, 7.327)  -0.0218
H (6.122, -1.499, 7.402)  0.5262
H (3.140, -0.025, 6.401)  -0.1392
C (-2.400, -0.251, 5.344)  -1.3043
C (-3.455, -0.488, 4.276)  0.4183
C (-3.802, -1.999, 4.048)  -1.2774
O (-4.675, 0.080, 4.769)  -0.5776
H (-2.406, -0.981, 6.153)  0.3971
H (-2.414, 0.792, 5.663)  0.3432
H (-1.416, -0.422, 4.908)  0.3651
H (-3.253, -0.017, 3.313)  0.2971
H (-4.626, -2.072, 3.338)  0.3193
H (-4.090, -2.456, 4.995)  0.3167
H (-2.948, -2.578, 3.696)  0.3593
H (-4.798, -0.079, 5.707)  0.3235
C (7.734, 2.868, 12.810)  -1.2859
C (6.252, 3.452, 12.826)  0.2185
C (5.215, 2.590, 12.131)  -0.5500
O (5.856, 3.502, 14.171)  -0.5741
H (7.856, 2.014, 13.476)  0.3836
H (8.350, 3.654, 13.246)  0.3704
H (8.012, 2.615, 11.787)  0.2590
H (6.253, 4.450, 12.386)  0.1941
H (5.280, 1.553, 12.462)  0.4343
H (5.494, 2.516, 11.079)  -0.0744
H (4.202, 2.939, 12.328)  0.3029
H (5.981, 2.598, 14.468)  0.3898
C (0.259, 6.296, 5.112)  -1.1063
C (0.097, 7.764, 5.425)  0.8897
C (-0.756, 8.601, 4.444)  -1.7197
O (-0.570, 7.811, 6.709)  -0.6702
H (0.593, 6.098, 4.094)  0.4203
H (-0.683, 5.800, 5.343)  0.4540
H (0.981, 5.752, 5.721)  0.1112
H (1.018, 8.298, 5.659)  0.0219
H (-1.701, 8.114, 4.204)  0.3879
H (-0.216, 8.686, 3.501)  0.3698
H (-1.053, 9.595, 4.778)  0.4056
H (-0.101, 7.320, 7.389)  0.4228
C (7.132, 2.582, 5.985)  -1.1364
C (7.365, 3.670, 7.025)  1.3142
C (6.921, 3.355, 8.505)  -0.3753
O (8.754, 3.944, 6.962)  -0.6503
H (7.829, 2.795, 5.175)  0.4828
H (6.156, 2.648, 5.505)  -0.1450
H (7.242, 1.579, 6.398)  0.3372
H (6.810, 4.556, 6.719)  -0.4768
H (7.671, 3.477, 9.286)  0.3822
H (6.345, 2.432, 8.579)  0.0057
H (6.100, 4.031, 8.746)  -0.1420
H (8.935, 4.855, 7.206)  0.3716
C (3.804, 6.644, 4.087)  -0.0602
C (4.508, 7.156, 5.370)  0.2848
C (4.305, 6.283, 6.594)  0.0092
O (5.907, 7.186, 5.056)  -0.5993
H (3.955, 7.292, 3.224)  0.4042
H (2.735, 6.603, 4.297)  -0.3844
H (4.064, 5.626, 3.796)  -0.3290
H (4.233, 8.184, 5.609)  0.3979
H (3.350, 6.564, 7.037)  -0.5440
H (5.109, 6.292, 7.330)  0.5263
H (4.244, 5.229, 6.323)  -0.1786
H (6.328, 7.397, 5.892)  0.3432
C (5.637, -0.423, 0.898)  -1.2953
C (5.247, 0.609, -0.140)  1.0001
C (6.570, 1.159, -0.772)  -1.5821
O (4.454, 0.003, -1.142)  -0.5416
H (6.330, -1.146, 0.469)  0.3348
H (4.876, -0.924, 1.497)  0.3723
H (6.128, 0.108, 1.713)  0.2627
H (4.732, 1.404, 0.399)  -0.1785
H (7.060, 0.502, -1.490)  0.5177
H (7.286, 1.478, -0.015)  0.3400
H (6.356, 2.065, -1.338)  0.4403
H (5.031, 0.002, -1.909)  0.3668

Number 1: LUMO 0.490 eV. Number 2: LUMO 0.398 eV.